Record 1
{"formula": "C21H22N2O4S2", "method": "wB97M-V/def2-TZVPD", "homo_lumo_gap_ev": 8.7, "lumo_energy_ev": 0.443, "homo_ev": -8.23, "largest_force_ha_per_bohr": 0.0233, "energy_ev": -54974.225, "symbols": ["C", "C", "C", "C", "C", "S", "O", "O", "N", "C", "C", "C", "C", "N", "C", "S", "O", "O", "C", "C", "C", "C", "C", "C", "C", "C", "C", "C", "C", "H", "H", "H", "H", "H", "H", "H", "H", "H", "H", "H", "H", "H", "H", "H", "H", "H", "H", "H", "H", "H", "H"], "positions_angstrom": [[2.63544, 0.51282, 4.69770], [2.62665, -0.54188, 3.63643], [3.70320, -0.68776, 2.76734], [3.67156, -1.63547, 1.75959], [2.56453, -2.45013, 1.63336], [2.46086, -3.53876, 0.22135], [3.76702, -3.95222, -0.19641], [1.45555, -4.53166, 0.43849], [1.92828, -2.47079, -0.97791], [0.86861, -1.62111, -0.63387], [0.99085, -0.23726, -0.68623], [-0.05372, 0.58094, -0.30396], [-1.25469, 0.03930, 0.15481], [-2.29781, 0.86622, 0.55903], [-3.54297, 0.30085, 1.01776], [-2.24328, 2.52724, 0.27510], [-3.52070, 3.04670, 0.66629], [-1.08233, 3.09894, 0.89089], [-2.09798, 2.65425, -1.50422], [-1.13977, 3.47283, -2.06671], [-1.07057, 3.58878, -3.44453], [-1.95453, 2.89183, -4.26039], [-1.90014, 3.02824, -5.74983], [-2.91465, 2.07443, -3.66886], [-2.99104, 1.95645, -2.29369], [-1.37265, -1.35257, 0.19877], [-0.32909, -2.16836, -0.19101], [1.48977, -2.33639, 2.49287], [1.52550, -1.38157, 3.49250], [3.64485, 0.86578, 4.89131], [2.03215, 1.36123, 4.37444], [2.20817, 0.13361, 5.62314], [4.56774, -0.04972, 2.87649], [4.49679, -1.76518, 1.07663], [2.72133, -1.99785, -1.38619], [1.91570, 0.20602, -1.02685], [0.08249, 1.64711, -0.31950], [-3.39042, -0.27738, 1.93122], [-4.00118, -0.33594, 0.25531], [-4.20416, 1.13660, 1.23339], [-0.46474, 4.00924, -1.41840], [-0.32436, 4.22978, -3.89009], [-2.73374, 3.63887, -6.09622], [-1.98115, 2.05457, -6.22822], [-0.97506, 3.50215, -6.06608], [-3.60703, 1.53098, -4.29466], [-3.73926, 1.33510, -1.82797], [-2.28132, -1.81519, 0.54543], [-0.42257, -3.24108, -0.14297], [0.64973, -3.00021, 2.37051], [0.68926, -1.28006, 4.16801]], "atomic_forces_ev_per_a": [[-0.04, 0.04, -0.02], [-0.01, -0.09, -0.04], [-0.08, -0.06, -0.06], [0.17, 0.02, -0.04], [-0.04, -0.53, -0.42], [0.30, 0.32, -0.24], [0.07, 0.30, 0.03], [-0.21, 0.29, 0.18], [0.53, -0.83, 0.26], [-0.80, 0.35, 0.15], [-0.03, -0.24, -0.03], [0.15, -0.12, -0.03], [0.68, -0.33, -0.21], [-0.24, 1.17, -0.06], [-0.41, 0.06, 0.14], [-0.19, -0.08, 0.01], [-0.12, -0.18, -0.16], [0.14, -0.18, -0.27], [0.06, -0.01, 0.58], [0.08, 0.06, 0.17], [-0.11, -0.06, 0.00], [0.05, 0.02, 0.09], [-0.04, 0.02, -0.01], [0.03, 0.02, 0.15], [-0.11, -0.06, -0.10], [-0.18, 0.24, 0.09], [0.12, 0.14, -0.20], [-0.11, -0.09, 0.10], [0.10, 0.00, -0.07], [0.05, 0.05, 0.06], [-0.02, 0.09, 0.04], [-0.01, 0.02, 0.09], [0.09, 0.05, 0.02], [0.15, 0.05, -0.05], [0.17, -0.03, -0.02], [0.12, 0.07, 0.01], [0.17, 0.01, -0.03], [0.02, -0.01, -0.04], [0.02, -0.02, 0.02], [-0.10, -0.25, 0.07], [0.13, 0.07, 0.03], [0.08, 0.05, -0.04], [-0.02, 0.04, -0.09], [0.02, -0.04, -0.08], [0.05, 0.02, -0.07], [-0.08, -0.07, -0.05], [-0.14, -0.14, 0.00], [-0.12, -0.03, 0.04], [-0.12, -0.08, -0.02], [-0.14, -0.04, 0.05], [-0.10, -0.01, 0.08]], "mulliken_charge": [-1.440, 0.912, -0.681, -0.636, 0.121, 1.167, -0.702, -0.651, -0.296, 0.127, -1.067, -0.228, 0.732, 0.057, -1.286, 1.476, -0.779, -0.692, 0.060, -0.196, -0.744, 1.004, -1.470, -0.897, -0.513, -0.402, -0.895, -0.317, -0.645, 0.375, 0.278, 0.373, 0.361, 0.456, 0.372, 0.307, 0.484, 0.423, 0.418, 0.297, 0.514, 0.334, 0.315, 0.362, 0.355, 0.388, 0.431, 0.486, 0.593, 0.540, 0.416]}

***

Record 2
{"formula": "C21H22N3", "method": "wB97M-V/def2-TZVPD", "homo_lumo_gap_ev": 7.3, "lumo_energy_ev": -3.675, "homo_ev": -10.99, "total_charge": 1, "largest_force_ha_per_bohr": 0.0683, "energy_ev": -26598.171, "symbols": ["C", "C", "N", "C", "C", "C", "C", "C", "C", "C", "C", "C", "C", "C", "C", "C", "C", "C", "H", "H", "H", "H", "H", "H", "H", "H", "H", "H", "H", "H", "H", "H", "H", "H", "C", "C", "N", "C", "C", "N", "H", "H", "H", "H", "H", "H"], "positions_angstrom": [[-1.62403, -4.08048, 0.26013], [-1.34242, -2.91487, 1.10710], [-2.29696, -2.39419, 1.92640], [-1.78883, -1.28180, 2.60749], [-0.44330, -1.09784, 2.20777], [0.32804, -0.13037, 2.84210], [-0.25905, 0.68678, 3.81106], [-1.58965, 0.47744, 4.20642], [-2.36698, -0.53875, 3.62079], [-0.11077, -2.22049, 1.30985], [1.19207, -2.60252, 0.92408], [2.16135, -1.57195, 0.54240], [1.91355, -0.19013, 0.20505], [2.97832, 0.71336, 0.13855], [4.29632, 0.28965, 0.35740], [5.41748, 1.28731, 0.41514], [4.55593, -1.08064, 0.50434], [3.50995, -1.98908, 0.50543], [-0.79464, -4.21918, -0.43832], [-1.76394, -4.99461, 0.85647], [-2.55267, -3.93632, -0.30982], [-3.23125, -2.77093, 2.02804], [1.37978, -0.02281, 2.57480], [0.31923, 1.48952, 4.27775], [-2.01917, 1.10495, 4.97774], [-3.38866, -0.75222, 3.91151], [1.26064, -3.53247, 0.31197], [0.90113, 0.18211, 0.02618], [2.81228, 1.77946, -0.06500], [6.37951, 0.76960, 0.48546], [5.45103, 1.92449, -0.47838], [5.31650, 1.95002, 1.28664], [5.57879, -1.43254, 0.64566], [3.68803, -3.05982, 0.59725], [1.02425, -6.29819, 1.74799], [1.75399, -5.28869, 2.51538], [1.95066, -3.98952, 2.29135], [2.73205, -3.51278, 3.33946], [3.00196, -4.55901, 4.20103], [2.37319, -5.65417, 3.65698], [0.62379, -5.82986, 0.84886], [1.69323, -7.12723, 1.50038], [0.22733, -6.69779, 2.37981], [3.07715, -2.50651, 3.42493], [3.53787, -4.58418, 5.10181], [2.36247, -6.56747, 4.04879]], "atomic_forces_ev_per_a": [[-0.15, -0.50, -0.41], [0.76, 0.35, 1.49], [0.79, 0.18, -0.72], [0.71, 0.02, 0.13], [-0.32, -0.92, 0.36], [0.11, 0.42, 0.29], [-0.07, -0.24, -0.15], [-0.26, -0.51, -0.45], [0.27, 0.62, 0.08], [-1.28, 0.42, 0.50], [-1.55, -1.04, -2.98], [1.65, 0.74, -0.05], [0.10, -0.66, 0.66], [-0.22, -0.47, -0.14], [0.06, -0.25, 0.04], [0.28, 0.08, -0.02], [-0.10, 0.24, -0.22], [-0.45, 0.04, 0.56], [-0.26, -0.14, 0.02], [0.12, 0.22, -0.11], [0.30, 0.00, 0.03], [0.17, 0.22, -0.17], [-0.37, 0.12, 0.22], [-0.19, -0.37, -0.15], [-0.01, -0.08, -0.05], [0.04, 0.22, 0.18], [-0.22, 1.12, 0.29], [0.28, -0.28, 0.26], [-0.15, -0.56, 0.02], [-0.14, 0.17, 0.04], [-0.11, -0.16, 0.19], [0.00, -0.18, -0.21], [-0.25, 0.12, -0.21], [0.20, 0.26, 0.14], [-0.34, -0.06, -0.40], [0.58, 0.82, 0.52], [0.59, 0.23, 1.10], [-0.06, -1.76, 0.59], [-0.85, 1.09, -1.69], [0.24, 1.08, -0.03], [-0.09, -0.40, 0.01], [-0.15, 0.12, -0.21], [-0.16, 0.00, -0.29], [-0.05, 0.39, -0.16], [0.56, -0.11, 0.90], [0.00, -0.59, 0.18]], "mulliken_charge": [-1.593, 0.300, 0.074, -0.541, 0.854, -0.094, -0.924, -0.533, -0.839, 1.017, -0.092, 0.134, -0.427, -0.524, 1.030, -1.433, -0.943, -0.640, 0.333, 0.287, 0.482, 0.262, 0.301, 0.409, 0.391, 0.409, 0.418, 0.492, 0.416, 0.347, 0.361, 0.312, 0.325, 0.442, -1.239, 0.551, 0.144, -0.437, -0.728, -0.054, 0.127, 0.407, 0.354, 0.431, 0.455, 0.175]}

***

Record 3
{"formula": "C21H22N3PdS2Se", "method": "wB97M-V/def2-TZVPD", "homo_lumo_gap_ev": 5.7, "lumo_energy_ev": -5.271, "homo_ev": -10.98, "total_charge": 1, "largest_force_ha_per_bohr": 0.0109, "energy_ev": -117094.815, "symbols": ["Pd", "C", "N", "C", "C", "N", "C", "C", "C", "C", "C", "C", "C", "S", "C", "C", "C", "C", "C", "C", "S", "H", "H", "H", "H", "H", "H", "H", "H", "H", "H", "H", "H", "H", "H", "H", "H", "H", "H", "Se", "C", "C", "C", "N", "C", "C", "H", "H", "H", "H"], "positions_angstrom": [[-0.37161, -0.05338, 0.02493], [2.39313, 0.68540, 0.96953], [1.09627, 0.28404, 1.57387], [1.14982, -1.06318, 2.19051], [1.43361, -2.11497, 1.13837], [0.45521, -2.05273, -0.00291], [-0.64877, -3.02098, 0.24011], [1.10970, -2.33606, -1.28259], [1.69545, -3.57586, -1.50782], [2.30035, -3.84855, -2.72179], [2.30681, -2.88117, -3.72113], [1.72001, -1.64865, -3.50092], [1.13562, -1.36284, -2.26619], [0.55129, 0.27886, -2.01010], [0.65570, 1.33813, 2.48658], [1.27609, 1.53140, 3.71272], [0.88648, 2.58577, 4.52110], [-0.10745, 3.45451, 4.08453], [-0.71441, 3.26519, 2.85511], [-0.33552, 2.19664, 2.04566], [-1.17108, 1.97795, 0.49354], [3.19058, 0.62880, 1.71502], [2.29975, 1.71017, 0.61908], [2.63615, 0.05715, 0.11618], [0.19017, -1.23749, 2.68262], [1.92724, -1.11840, 2.95916], [1.39671, -3.10382, 1.60046], [2.43288, -1.98745, 0.72977], [-0.24936, -4.02781, 0.37103], [-1.32327, -3.02118, -0.61236], [-1.19359, -2.73539, 1.13938], [1.67875, -4.33384, -0.73436], [2.75366, -4.81471, -2.89300], [2.76413, -3.09115, -4.67807], [1.71774, -0.89669, -4.27983], [2.06439, 0.86486, 4.04010], [1.35881, 2.73278, 5.48203], [-0.41257, 4.28438, 4.70706], [-1.48970, 3.94133, 2.51734], [-2.26268, -0.55287, -1.37380], [-3.00656, 1.11546, -1.92952], [-2.68575, 1.68341, -3.15303], [-3.31985, 2.86737, -3.50269], [-4.22659, 3.47189, -2.73951], [-4.53626, 2.90307, -1.57916], [-3.95110, 1.72931, -1.12035], [-1.97201, 1.22175, -3.82047], [-3.09084, 3.34704, -4.44699], [-5.28446, 3.40806, -0.97961], [-4.22306, 1.31445, -0.15957]], "atomic_forces_ev_per_a": [[-0.41, -0.20, 0.32], [0.01, 0.01, 0.05], [0.07, -0.02, -0.14], [0.00, 0.07, 0.08], [0.04, -0.02, -0.07], [-0.10, -0.03, 0.00], [0.02, 0.01, 0.01], [0.00, -0.14, 0.13], [-0.02, -0.02, -0.01], [-0.01, 0.05, -0.02], [-0.01, 0.00, 0.04], [0.03, -0.04, -0.02], [0.00, 0.11, -0.11], [0.04, 0.16, -0.21], [0.07, -0.08, 0.02], [0.00, -0.03, 0.02], [-0.04, 0.02, -0.04], [0.03, -0.03, 0.00], [-0.01, 0.03, 0.01], [-0.06, 0.07, -0.03], [0.09, 0.11, 0.01], [-0.01, 0.01, 0.01], [0.00, -0.01, -0.01], [0.00, -0.02, 0.00], [0.01, 0.01, 0.00], [0.00, 0.01, -0.01], [0.02, -0.01, -0.03], [0.00, 0.02, -0.01], [0.00, 0.00, 0.00], [-0.01, 0.01, 0.03], [0.01, 0.00, 0.00], [0.00, 0.00, 0.00], [0.00, 0.00, 0.00], [0.00, 0.00, 0.00], [-0.01, 0.00, 0.00], [0.00, 0.00, 0.00], [0.00, 0.00, 0.00], [0.00, 0.00, 0.00], [0.00, 0.00, 0.01], [0.30, -0.03, -0.05], [-0.05, -0.01, 0.07], [0.04, -0.05, 0.00], [-0.03, 0.05, 0.00], [0.04, -0.04, -0.02], [0.02, -0.04, 0.02], [-0.07, 0.08, -0.04], [0.03, 0.00, 0.01], [0.00, 0.00, 0.00], [-0.01, 0.00, 0.00], [0.00, 0.00, -0.01]], "mulliken_charge": [-0.101, -1.090, 0.872, -0.603, -1.192, 1.290, -1.338, -0.480, -0.499, -0.866, -0.656, -0.797, 1.337, -0.069, -0.427, -0.273, -0.961, -0.579, -0.728, 1.082, -0.181, 0.305, 0.330, 0.306, 0.413, 0.447, 0.437, 0.527, 0.438, 0.384, 0.293, 0.356, 0.415, 0.408, 0.474, 0.340, 0.411, 0.398, 0.470, 0.111, 0.006, -0.217, -0.454, -0.536, -0.355, -0.070, 0.443, 0.365, 0.370, 0.441]}

***

Record 4
{"formula": "C21H22N4O4S", "method": "wB97M-V/def2-TZVPD", "homo_lumo_gap_ev": 9.0, "lumo_energy_ev": 0.493, "homo_ev": -8.49, "largest_force_ha_per_bohr": 0.0171, "energy_ev": -47120.597, "symbols": ["C", "O", "C", "C", "N", "C", "S", "C", "C", "O", "N", "N", "C", "O", "C", "C", "C", "C", "C", "C", "C", "N", "C", "C", "C", "C", "C", "C", "C", "O", "H", "H", "H", "H", "H", "H", "H", "H", "H", "H", "H", "H", "H", "H", "H", "H", "H", "H", "H", "H", "H", "H"], "positions_angstrom": [[-6.56025, -0.53124, -1.51395], [-6.06252, 0.31985, -0.50679], [-4.86812, -0.11087, 0.08443], [-3.64092, 0.04107, -0.83486], [-2.42986, -0.31580, -0.13111], [-1.69618, 0.59405, 0.54967], [-2.20172, 2.28160, 0.52894], [-0.80893, 2.97904, 1.46863], [0.53653, 2.40631, 1.04579], [1.45006, 2.23266, 1.81708], [0.69372, 2.32333, -0.31471], [1.67521, 1.46811, -0.82614], [1.26602, 0.36328, -1.50092], [0.10120, 0.21611, -1.81954], [2.36641, -0.59579, -1.91835], [3.69156, -0.35011, -1.26071], [4.55108, 0.63117, -1.74528], [5.76298, 0.87330, -1.12380], [6.13097, 0.13843, -0.00905], [5.28392, -0.84257, 0.47696], [4.07248, -1.08617, -0.14610], [-0.62290, 0.34795, 1.20963], [-0.13139, -0.92591, 1.22062], [1.04714, -1.19850, 1.92147], [1.54461, -2.48178, 1.93154], [0.89610, -3.50555, 1.23936], [-0.26225, -3.24551, 0.54220], [-0.79330, -1.95423, 0.53000], [-2.02984, -1.66370, -0.18217], [-2.71001, -2.47427, -0.77305], [-7.56706, -0.18193, -1.73476], [-6.60076, -1.56999, -1.16793], [-5.95659, -0.48417, -2.42585], [-4.73795, 0.52045, 0.96855], [-4.94511, -1.16283, 0.39892], [-3.72428, -0.64198, -1.68358], [-3.56942, 1.07096, -1.19215], [-0.84038, 4.05405, 1.28830], [-0.95490, 2.77832, 2.52912], [-0.14120, 2.27951, -0.89507], [2.55281, 1.49709, -0.32300], [2.00080, -1.60186, -1.69963], [2.45437, -0.51000, -3.00516], [4.26621, 1.20555, -2.61525], [6.42196, 1.63628, -1.51067], [7.07644, 0.32775, 0.47632], [5.56799, -1.42172, 1.34282], [3.41324, -1.85349, 0.23202], [1.53916, -0.38758, 2.43485], [2.44719, -2.70072, 2.48388], [1.30548, -4.50458, 1.25416], [-0.78424, -4.01912, -0.00027]], "atomic_forces_ev_per_a": [[-0.03, -0.02, -0.04], [0.00, 0.20, -0.03], [0.25, -0.05, 0.09], [-0.71, 0.02, -0.19], [0.00, -0.31, 0.00], [0.63, 0.19, 0.58], [-0.23, 0.39, -0.13], [-0.26, -0.38, 0.05], [0.24, 0.44, -0.09], [0.20, 0.00, 0.14], [-0.01, -0.05, -0.77], [0.01, 0.36, 0.69], [0.13, 0.10, -0.01], [-0.27, -0.14, -0.19], [-0.12, -0.01, 0.00], [0.15, -0.10, -0.07], [-0.02, -0.09, 0.01], [0.06, 0.08, -0.01], [0.05, 0.00, 0.05], [0.05, -0.02, 0.06], [-0.02, 0.01, -0.06], [-0.55, 0.12, 0.13], [-0.23, -0.61, -0.29], [0.01, -0.11, 0.01], [-0.07, 0.11, 0.07], [-0.03, -0.14, -0.08], [-0.09, 0.04, -0.04], [0.47, 0.05, 0.29], [-0.05, 0.08, -0.02], [-0.04, -0.13, -0.07], [0.01, -0.08, -0.07], [-0.01, 0.00, -0.01], [-0.03, -0.03, 0.00], [0.07, -0.13, -0.03], [0.04, 0.11, 0.01], [0.04, 0.21, 0.07], [0.01, -0.13, -0.05], [-0.03, -0.01, -0.01], [0.17, 0.02, -0.10], [0.21, -0.02, 0.20], [-0.11, 0.02, -0.13], [-0.04, 0.07, -0.03], [-0.07, -0.03, 0.04], [-0.03, 0.06, -0.10], [0.06, 0.06, -0.03], [0.08, 0.02, 0.04], [0.03, -0.05, 0.08], [-0.05, -0.05, 0.00], [0.05, 0.12, 0.06], [0.09, -0.01, 0.04], [0.01, -0.08, 0.00], [-0.04, -0.08, -0.04]], "mulliken_charge": [-0.691, -0.382, -0.190, -1.566, 0.389, 0.387, -0.164, -0.524, 0.338, -0.666, -0.370, 0.051, 0.494, -0.725, -0.897, -0.219, -0.059, -0.629, -0.393, -0.875, 0.192, -0.321, 0.013, -0.131, -0.714, -0.497, -0.758, 0.375, 0.482, -0.686, 0.256, 0.314, 0.273, 0.232, 0.364, 0.500, 0.461, 0.420, 0.358, 0.456, 0.399, 0.351, 0.393, 0.405, 0.391, 0.391, 0.402, 0.460, 0.529, 0.445, 0.430, 0.507]}